(1)
Formula: C23H33GdN2O12P2S2
Source: OMol25
Level of theory: ωB97M-V with the def2-TZVPD basis set

Its relative energy (zero: lowest compared OMol25 entry of this formula, charge and spin) is 235.40 kcal/mol. Its spin multiplicity is 8. Its total energy is -4153.3744 a.u. The frontier orbital gap (alpha / beta) is 4.2516 / 4.8797 eV.

Cartesian coordinates (Å):
Gd -0.469857 0.856035 -0.254750
C -0.893103 3.555750 2.243771
C -0.940021 4.039357 0.805637
O 0.089598 3.383704 0.068888
C 1.341739 4.050043 0.121199
C 2.461524 3.023620 0.025213
O 2.053874 1.924906 0.822073
C 3.105906 1.073210 1.222336
C 2.499362 -0.029779 2.125295
O 1.124811 0.195470 2.364328
C 0.904033 1.112255 3.421562
C -0.560784 1.488544 3.395878
O -0.863432 2.140969 2.175340
H -1.785827 3.890452 2.781583
H -0.000496 3.925328 2.764394
H -0.839377 5.124111 0.741053
H -1.879541 3.757718 0.337777
H 1.423874 4.581551 1.073488
H 1.413858 4.769223 -0.699278
H 3.390945 3.452063 0.414009
H 2.614476 2.706482 -1.005538
H 3.858746 1.655662 1.766857
H 3.592598 0.625233 0.349100
H 3.042572 -0.086107 3.074051
H 2.564462 -0.993739 1.631396
H 1.517230 2.009642 3.281090
H 1.168981 0.651269 4.380937
H -0.807551 2.120544 4.252323
H -1.167807 0.582632 3.437898
O 1.484433 -1.028177 -0.477558
C 1.973556 -2.285590 -0.946577
C 2.168389 -2.322236 -2.448512
C 0.909912 -1.875091 -3.212590
C -0.399439 -2.277584 -2.586537
C -0.905957 -3.557367 -2.797211
C -2.165042 -3.880609 -2.328132
C -2.913628 -2.887271 -1.719700
C -2.335273 -1.644782 -1.533238
N -1.078702 -1.354471 -1.890082
H 1.648928 -0.366260 -1.177535
H 1.251128 -3.048372 -0.649924
H 2.923321 -2.512162 -0.446792
H 2.456209 -3.339155 -2.724102
H 2.998613 -1.665092 -2.722738
H 0.943623 -2.285129 -4.223085
H 0.895777 -0.798493 -3.320669
H -0.312208 -4.277764 -3.346037
H -2.573401 -4.873194 -2.468879
H -3.931753 -3.061843 -1.399651
H -2.916456 -0.828768 -1.120594
S -3.250127 1.014921 0.960733
C -2.714694 -0.507217 1.415626
N -1.483274 -0.955425 1.218334
C -1.309174 -2.226455 1.731966
C -0.115486 -2.943694 1.757569
C -0.096257 -4.214653 2.304282
C -1.250101 -4.786526 2.837948
C -2.441762 -4.079531 2.842671
C -2.456010 -2.806499 2.295765
S -3.776460 -1.675073 2.200980
H 0.778176 -2.480520 1.364999
H 0.832246 -4.771347 2.326647
H -1.214674 -5.782455 3.259472
H -3.343786 -4.501518 3.267239
O -2.463637 2.511671 -3.862267
P -1.991158 2.727602 -2.365050
O -2.672180 3.828759 -1.685105
O -1.897286 1.365586 -1.685865
O -0.374239 3.132121 -2.582341
P 0.554061 1.897508 -3.026556
O 1.854526 2.671450 -3.582723
O -0.095123 1.096832 -4.088990
O 1.068925 1.190878 -1.778031
H -1.867089 1.829712 -4.253070
H 1.641759 3.047129 -4.451998

Atoms 1-3, force components in eV/Å:
0.090 -1.588 2.697
0.118 0.070 -0.226
-0.118 -0.132 0.396


(2)
Formula: C3H8N2S
Source: OMol25
Level of theory: ωB97M-V with the def2-TZVPD basis set

As for the structure (SMILES): [H]/N=C/NSCC. Its relative energy (zero: lowest compared OMol25 entry of this formula, charge and spin) is 85.85 kcal/mol. Its total energy is -626.6865 a.u. The frontier orbital gap is 9.5916 eV.

Cartesian coordinates (Å):
H -2.947134 0.362109 -1.042524
N -2.058291 0.024179 -0.965245
C -1.819290 -0.412287 0.270088
N -0.622850 -1.049828 0.751118
S 0.595774 -1.584102 -0.339116
C 1.166264 -0.043055 -0.879584
C 1.431192 0.738805 0.417128
H -2.519952 -0.116719 1.113106
H -0.164167 -0.590346 1.691546
H 2.215570 -0.380456 -1.361316
H 0.363716 0.405925 -1.534072
H 2.481810 0.259408 0.480837
H 0.599674 0.493514 1.249416
H 1.277684 1.892852 0.148618

Atoms 1-3, force components in eV/Å:
-2.989 1.211 0.024
4.334 -3.321 3.482
-0.078 2.103 -1.311


(3)
Formula: C6H7I
Source: OMol25
Level of theory: ωB97M-V with the def2-TZVPD basis set

As for the structure (SMILES): C=C=C/C(C)=C/I. Its relative energy (zero: lowest compared OMol25 entry of this formula, charge and spin) is 37.50 kcal/mol. Its total energy is -530.4061 a.u. The frontier orbital gap is 8.8269 eV.

Cartesian coordinates (Å):
C 2.761594 0.100933 -0.080442
C 1.627660 -0.501261 0.142508
C 0.393597 -0.999165 0.063237
C -0.826928 -0.274600 0.078418
C -0.717847 1.204018 0.081540
C -2.025478 -0.881708 0.088639
I -3.852452 0.185750 0.058937
H 3.064284 0.524968 -1.158751
H 3.480381 0.296441 0.619224
H 0.348181 -2.137615 -0.047361
H -1.031924 1.498845 -0.935739
H 0.397416 1.435860 0.257377
H -1.372935 1.568809 0.891921
H -2.245544 -2.021280 -0.059513

Atoms 1-3, force components in eV/Å:
-0.802 0.471 -3.708
-1.100 0.193 -0.944
2.419 -2.920 -0.172


(4)
Formula: C46H64CdGeN5O3P3S
Source: OMol25
Level of theory: ωB97M-V with the def2-TZVPD basis set

Its relative energy (zero: lowest compared OMol25 entry of this formula, charge and spin) is 33.60 kcal/mol. Its spin multiplicity is 2. The charge is +1. Its total energy is -5957.5202 a.u. The frontier orbital gap (alpha / beta) is 7.2486 / 5.1883 eV.

Cartesian coordinates (Å):
Cd 1.340291 0.626986 -0.317286
C -3.396309 4.268486 -1.345286
C -2.625109 3.010086 -1.731986
C -3.597909 1.839986 -1.869286
P -1.193609 2.530686 -0.592386
C -2.196809 1.902086 0.851314
N -2.413509 0.484686 0.690214
Ge -1.031209 -0.726414 -0.056686
N -0.542609 -2.152514 1.499914
C 0.796991 -2.118814 2.021614
P 1.386591 -0.369914 2.222214
C 3.016091 -0.622114 3.116014
C 2.966891 -1.304914 4.478814
C 3.948491 -1.409214 2.189914
C 0.105991 0.259686 3.438814
C 0.603491 1.566286 4.050714
C -0.407409 -0.717914 4.495014
C -1.073409 -3.370514 1.218114
C -0.576309 -4.610414 1.647114
C -1.194109 -5.777614 1.250914
C -2.295209 -5.754414 0.407114
C -2.825009 -4.538214 0.001014
C -2.245809 -3.362514 0.428714
N -2.756309 -2.056414 0.143914
C -3.465309 -1.525614 1.281914
C -4.291609 -2.285714 2.082514
C -4.964109 -1.693514 3.140314
C -4.798909 -0.341214 3.389314
C -3.957609 0.423886 2.607414
C -3.268609 -0.157014 1.539014
C -3.508709 -1.954914 -1.077086
C -4.840909 -2.308914 -1.156986
C -5.515009 -2.235414 -2.364486
C -4.842209 -1.784314 -3.487286
C -3.528809 -1.369114 -3.407586
C -2.821709 -1.451314 -2.199186
N -1.516509 -1.084114 -2.009986
C -0.845409 -0.397714 -3.086586
P 0.979191 -0.089214 -2.850886
C 1.275491 1.196986 -4.184986
C 0.409391 1.057986 -5.435886
C 1.154791 2.583486 -3.558386
C 1.630891 -1.656814 -3.624086
C 3.112591 -1.601914 -3.974786
C 1.362791 -2.817514 -2.667486
C -0.583109 4.227086 -0.024386
C -1.175409 4.731886 1.286914
C 0.941691 4.211586 0.049814
H -4.200109 4.415586 -2.062386
H -2.782209 5.163386 -1.358386
H -3.853909 4.177186 -0.364386
H -2.155809 3.190386 -2.707186
H -4.274609 1.791886 -1.020186
H -3.077809 0.890286 -1.922986
H -4.202309 1.947886 -2.766886
H -3.168309 2.411186 0.883414
H -1.665209 2.126986 1.784514
H 1.493391 -2.668114 1.369214
H 0.823791 -2.591014 3.012414
H 3.395991 0.395486 3.251114
H 2.494691 -2.282114 4.409814
H 2.451091 -0.699514 5.217714
H 3.985891 -1.456614 4.834514
H 3.747591 -2.476214 2.274014
H 4.987791 -1.246314 2.471614
H 3.829191 -1.128814 1.142314
H -0.750609 0.476786 2.789014
H 1.434691 1.387286 4.725314
H -0.188109 2.044886 4.622614
H 0.952391 2.246986 3.276314
H 0.365991 -1.021514 5.193114
H -0.853109 -1.595414 4.033514
H -1.197109 -0.229914 5.064514
H 0.276091 -4.653114 2.309114
H -0.808009 -6.719314 1.607314
H -2.747609 -6.678014 0.084614
H -3.699209 -4.512814 -0.631286
H -4.411509 -3.340014 1.885514
H -5.612809 -2.286314 3.764414
H -5.324409 0.127086 4.206314
H -3.851409 1.475486 2.819314
H -5.350509 -2.634614 -0.265086
H -6.551309 -2.524014 -2.429486
H -5.354909 -1.738114 -4.435886
H -3.061709 -0.975414 -4.297786
H -1.306209 0.584086 -3.270486
H -0.947209 -0.988014 -4.005086
H 2.326091 1.074686 -4.465786
H -0.638909 1.268286 -5.232586
H 0.498291 0.066586 -5.872986
H 0.741991 1.770186 -6.188686
H 0.150691 2.764786 -3.173086
H 1.392091 3.345986 -4.297786
H 1.873491 2.667386 -2.741786
H 1.046291 -1.790014 -4.545186
H 3.703691 -1.516714 -3.067586
H 3.357891 -0.763214 -4.621686
H 3.403991 -2.519114 -4.484186
H 1.943191 -2.674114 -1.754686
H 1.668491 -3.758814 -3.122286
H 0.307491 -2.889714 -2.402686
H -0.856909 4.912186 -0.833086
H -0.751909 4.192486 2.130514
H -2.256309 4.636286 1.304614
H -0.935009 5.785186 1.414714
H 1.291991 3.537586 0.833714
H 1.322291 5.208586 0.270814
H 1.367891 3.894986 -0.902886
O 3.010891 2.281886 1.958114
C 3.649091 1.936286 0.972314
N 3.099891 1.771686 -0.244186
S 4.032491 0.803686 -1.163286
O 4.102291 1.244886 -2.522186
O 3.478591 -0.536914 -0.972986
C 5.519691 0.973286 -0.187686
C 6.820091 0.566186 -0.374586
C 7.726691 0.804486 0.654714
C 7.322491 1.414386 1.834314
C 6.004391 1.809086 2.017714
C 5.105391 1.591086 0.985314
H 7.116891 0.073686 -1.287386
H 8.759191 0.518286 0.526014
H 8.039491 1.571286 2.624014
H 5.675991 2.279986 2.932614

Atoms 1-3, force components in eV/Å:
-1.847 -0.578 0.141
0.244 -0.010 -0.012
0.273 -0.186 -0.168